# C25H75N16O17P3

A cluster of 10 separate species, C25H75N16O17P3 in total at a distorted geometry (wB97M-V/def2-TZVPD, the OMol25 dataset).

CARTESIAN COORDINATES (ANGSTROEM)
1 C -3.27330 -1.69530 0.71976
2 N -3.96675 -2.78785 1.39106
3 C -3.17896 -4.01802 1.50734
4 P -5.70281 -2.75721 1.54504
5 O -6.18325 -1.38432 1.75245
6 N -6.37711 -3.54961 0.21477
7 C -6.70231 -2.87145 -1.08136
8 C -6.19788 -5.00306 0.04301
9 N -6.02453 -3.67475 2.90788
10 C -7.37723 -4.06511 3.23799
11 C -5.26370 -3.29773 4.09131
12 H -2.94771 -1.97432 -0.28236
13 H -2.39215 -1.38612 1.28197
14 H -3.91560 -0.81537 0.68403
15 H -2.43512 -3.81120 2.27677
16 H -2.80814 -4.22591 0.50365
17 H -3.82480 -4.83741 1.82293
18 H -5.89091 -2.97009 -1.80248
19 H -7.59755 -3.25610 -1.56992
20 H -6.88456 -1.82439 -0.83938
21 H -6.59221 -5.50302 0.92767
22 H -6.68347 -5.33388 -0.87507
23 H -5.14115 -5.22758 -0.10195
24 H -7.58800 -4.79871 4.01612
25 H -7.93101 -3.19041 3.57906
26 H -7.85213 -4.47275 2.34558
27 H -5.81345 -2.48368 4.56376
28 H -4.34290 -2.79953 3.78799
29 H -5.02969 -4.08712 4.80559
30 C 0.97314 -2.04880 2.10994
31 N 1.04270 -3.23754 2.97811
32 C 0.86185 -4.47503 2.21494
33 P 0.84359 -3.07884 4.65414
34 O -0.60794 -3.09998 5.02981
35 N 1.96251 -4.32187 5.37920
36 C 3.36264 -4.45648 4.98344
37 C 1.63912 -5.12598 6.49968
38 N 1.58200 -1.60659 5.19656
39 C 2.98631 -1.31438 5.14005
40 C 0.76373 -0.45164 5.74252
41 H 1.47378 -1.17719 2.53155
42 H -0.08684 -1.79533 2.09295
43 H 1.36371 -2.20272 1.10404
44 H -0.15162 -4.53446 1.81816
45 H 0.97369 -5.34284 2.86494
46 H 1.46083 -4.55140 1.30747
47 H 4.03687 -4.07259 5.74902
48 H 3.59254 -5.50626 4.80117
49 H 3.53165 -3.93913 4.03905
50 H 0.56580 -5.30653 6.55873
51 H 2.20852 -6.05529 6.48272
52 H 1.86372 -4.50138 7.36426
53 H 3.18236 -0.36396 4.64370
54 H 3.35123 -1.22201 6.16299
55 H 3.66202 -1.96814 4.58858
56 H 0.29740 0.07508 4.90993
57 H 1.37449 0.28111 6.26993
58 H -0.08831 -0.78485 6.33507
59 C 5.46031 6.92825 -3.12791
60 N 4.84115 5.78218 -3.86369
61 C 4.05759 6.13936 -5.05858
62 P 5.17179 4.16535 -3.37872
63 O 6.03906 4.04013 -2.16631
64 N 3.66414 3.44376 -3.25566
65 C 2.53507 4.04909 -2.60522
66 C 3.31322 2.14381 -3.77761
67 N 5.95024 3.52312 -4.79525
68 C 5.30050 3.40816 -6.08638
69 C 7.29208 2.85211 -4.69678
70 H 5.26444 7.89576 -3.59015
71 H 6.53943 6.79510 -3.05122
72 H 5.08849 7.00034 -2.10583
73 H 4.62882 6.39443 -5.95119
74 H 3.48676 7.00975 -4.73507
75 H 3.39010 5.29637 -5.23732
76 H 2.29019 3.53870 -1.67375
77 H 2.84004 5.07891 -2.41928
78 H 1.66768 4.08385 -3.26440
79 H 3.22335 2.22253 -4.86104
80 H 4.09168 1.44123 -3.48016
81 H 2.43012 1.74112 -3.28154
82 H 5.78599 4.10323 -6.77141
83 H 5.30633 2.39187 -6.48038
84 H 4.25791 3.70525 -5.97295
85 H 7.26432 1.90336 -5.23268
86 H 7.30797 2.54259 -3.65177
87 H 8.16971 3.39198 -5.05231
88 C 2.17797 4.90586 1.48516
89 N 0.72875 4.97635 1.61911
90 O 0.12539 5.71456 0.90427
91 O 0.10935 4.12842 2.33418
92 H 2.60062 5.91059 1.48579
93 H 2.38024 4.40288 0.53953
94 H 2.35232 4.38142 2.42465
95 C -2.17031 4.57415 -1.29622
96 N -2.06642 3.54127 -2.32022
97 O -1.46758 3.81154 -3.35254
98 O -2.57932 2.42893 -2.11349
99 H -1.26668 5.18360 -1.30683
100 H -2.31758 4.13550 -0.30930
101 H -3.03471 5.19143 -1.54091
102 C -5.66810 1.85420 0.01538
103 N -4.57895 2.72199 0.49744
104 O -3.52131 2.20862 0.86922
105 O -4.76044 3.89066 0.40978
106 H -6.31311 1.56998 0.84681
107 H -5.19161 0.97779 -0.42387
108 H -6.19974 2.31301 -0.81825
109 C 0.82566 -2.97560 -2.92228
110 N 0.38959 -3.36857 -1.48200
111 O -0.17414 -2.48732 -0.74867
112 O 0.53667 -4.49116 -1.03724
113 H 0.03041 -2.30967 -3.25723
114 H 0.86483 -3.96498 -3.37802
115 H 1.76049 -2.41601 -2.88999
116 C -3.17793 -0.58650 -4.68392
117 N -3.02525 -0.75641 -3.19614
118 O -1.88284 -0.99823 -2.80384
119 O -4.05347 -0.59840 -2.47829
120 H -3.48610 0.45902 -4.68795
121 H -4.00310 -1.27042 -4.88255
122 H -2.25807 -0.64985 -5.26525
123 C 4.62736 0.69533 -0.67185
124 N 3.85919 -0.50125 -1.03279
125 O 4.40876 -1.55485 -1.27078
126 O 2.69325 -0.26858 -1.24863
127 H 4.86349 1.14429 -1.63661
128 H 5.61176 0.44087 -0.27902
129 H 3.99403 1.34204 -0.06458
130 C -0.58865 0.86199 -0.60531
131 N 0.55665 1.36328 0.23245
132 O 1.17642 2.25946 -0.23841
133 O 0.81291 0.95799 1.36078
134 H -0.55093 -0.20604 -0.39083
135 H -0.46066 1.03654 -1.67360
136 H -1.45069 1.29565 -0.09844

Cartesian forces, eV/Å:
C -0.42 0.10 0.41
N -2.14 -0.08 0.40
C -1.05 0.90 -0.05
P 1.79 -0.08 -0.20
O -0.18 0.81 -0.96
N -0.97 -0.37 -0.72
C 0.41 0.40 1.50
C 0.45 0.80 0.26
N 0.95 -1.86 0.03
C -1.04 0.48 -0.89
C 0.32 1.37 -0.26
H -0.02 0.00 -0.18
H 0.20 -0.15 0.17
H -0.07 -0.11 -0.14
H 0.51 -0.49 -0.26
H 0.69 -0.36 0.17
H 0.13 -0.01 0.12
H 0.25 0.13 0.04
H -0.15 -0.32 0.41
H 0.14 0.06 -0.25
H 0.14 -0.35 -0.24
H -0.35 0.04 0.23
H 0.15 -0.31 0.18
H 1.16 -0.29 0.15
H -0.31 0.27 -0.17
H -0.22 0.23 -0.04
H -0.17 -0.07 0.60
H 0.18 -0.36 0.02
H -0.28 -0.24 -0.29
C -0.77 0.30 1.18
N 1.92 0.18 0.09
C -0.91 -0.12 0.70
P 1.28 -0.15 0.78
O 1.72 -0.41 0.33
N -1.32 1.56 -3.21
C -0.83 0.25 -0.55
C -0.94 0.91 0.87
N -1.77 -0.62 -0.41
C 0.69 0.56 0.08
C -0.28 -1.00 -1.37
H 0.15 -0.20 0.21
H -0.09 0.38 -0.75
H -0.07 -0.36 0.19
H -0.35 0.09 0.06
H 0.31 0.01 -0.05
H 0.60 0.21 0.39
H 0.18 0.09 0.09
H 0.06 -0.20 0.10
H 0.07 0.02 0.08
H -0.01 -0.27 -0.14
H -0.10 -0.03 0.14
H 0.29 -0.61 0.84
H -0.26 0.43 0.01
H 0.39 -0.01 0.09
H -0.65 -0.52 0.16
H 0.11 0.23 -0.19
H 0.21 -0.45 0.15
H 0.39 -0.26 0.26
C 0.08 -0.99 0.08
N 0.51 0.04 1.02
C -0.07 -0.32 1.58
P 0.87 0.65 -1.46
O -0.74 0.37 -1.18
N 0.17 -0.02 -0.56
C 0.50 1.35 0.26
C 1.16 -0.42 0.12
N 0.40 -0.77 1.25
C -0.20 0.67 0.56
C -1.94 -0.48 0.79
H -0.14 -0.28 -0.38
H 0.05 0.07 -0.08
H -0.13 -0.13 0.07
H 0.24 -0.16 0.01
H -0.35 0.02 -0.48
H -0.21 0.35 -0.32
H -0.09 0.07 -0.10
H -0.40 0.19 0.37
H -0.16 -0.13 -0.02
H -0.30 -0.65 -0.01
H 0.17 -0.30 -0.63
H -0.22 0.35 -0.23
H -0.11 -0.14 -0.44
H 0.21 -0.11 -0.01
H 0.08 -0.04 -0.28
H -0.17 -0.02 -0.36
H 0.95 0.35 0.06
H -0.24 0.46 0.26
C 0.06 -0.02 1.37
N -3.01 -2.83 0.74
O -0.47 1.65 -1.03
O 2.26 1.84 -1.02
H -0.20 -0.09 -0.02
H 0.10 -0.27 0.41
H 1.26 -0.35 -0.54
C 0.02 0.70 0.88
N 0.05 -1.82 -0.96
O -0.34 -0.02 0.63
O 0.32 1.57 -0.17
H -0.12 -0.16 -0.18
H -0.01 -0.16 -0.25
H 0.03 -0.07 -0.05
C 0.03 -1.30 -0.67
N 1.27 -1.81 -0.32
O -1.06 0.22 -0.07
O -0.28 2.30 0.17
H 0.12 0.05 -0.09
H 0.00 -0.17 0.46
H -0.01 0.52 0.53
C -0.83 -0.66 1.58
N -1.48 2.10 2.83
O 1.56 -1.65 -2.65
O 0.46 0.35 -1.47
H 0.05 -0.31 -0.16
H 0.22 0.47 -0.47
H 0.04 -0.36 0.28
C -1.00 0.82 1.18
N -0.01 0.07 1.35
O -1.66 0.26 0.17
O 2.90 -0.54 -1.96
H -0.43 -0.08 -0.57
H 0.22 0.25 -0.73
H -0.10 -0.63 0.53
C 1.11 0.27 -0.08
N 0.16 0.13 -0.76
O 0.16 -0.01 0.38
O -1.09 -0.40 0.02
H -0.30 0.34 0.09
H -0.40 -0.17 0.46
H 0.27 -0.12 -0.08
C 0.46 -1.45 1.71
N -0.24 -0.53 1.29
O 1.43 2.22 -1.53
O -1.03 -0.68 -0.99
H -0.44 -0.06 -0.27
H 0.11 0.46 0.50
H -0.21 0.01 -0.52

The HOMO energy is -7.81 eV.